# 1
{"formula": "C12H17ClNO3P", "method": "the ωB97M-V functional and the def2-TZVPD basis", "e_tot_ev": -42162.148, "lumo_ev": 0.49, "homo_ev": -9.5, "smiles": "C/C(Cl)=N/O[P@@](=O)(OCC(C)C)c1ccccc1", "total_charge": 0, "orbital_gap_ev": 10.018, "multiplicity": 1, "max_force_ev_per_a": 3.9, "symbols": ["Cl", "P", "O", "O", "O", "N", "C", "C", "C", "C", "C", "C", "C", "C", "C", "C", "C", "C", "H", "H", "H", "H", "H", "H", "H", "H", "H", "H", "H", "H", "H", "H", "H", "H", "H"], "positions_angstrom": [[-3.608788, -3.140469, 1.716209], [-0.478621, -0.970781, 1.618542], [1.079883, -0.877448, 1.137426], [-0.928486, -2.590603, 1.399967], [-0.660244, -0.481574, 3.056125], [-1.522824, -3.041280, 0.148334], [-3.462223, 1.711511, -0.843085], [-1.588375, 0.097513, 0.545479], [1.770749, 0.363526, 1.454301], [3.935168, -0.701686, 1.442678], [-2.765634, -3.404506, 0.165859], [-2.245377, 1.243120, 1.222915], [-2.750376, 0.719527, -1.522248], [3.008636, 0.137415, 2.294450], [3.703694, 1.492763, 2.627426], [-3.418599, -4.059547, -1.001473], [-3.030553, 2.077604, 0.466223], [-1.840023, -0.187348, -0.869522], [4.302609, 1.832022, 1.814902], [2.018864, 0.854863, 0.492957], [-3.463488, 2.864496, 1.038403], [-4.499261, -3.660086, -1.088074], [-2.943363, 0.511645, -2.547624], [4.067039, -0.251548, 0.479549], [-2.299614, 1.455598, 2.283619], [-3.357108, -5.122100, -0.826935], [3.424893, -1.750104, 1.290225], [-1.287853, -1.101434, -1.247732], [4.264607, 1.367153, 3.598511], [-4.106264, 2.341092, -1.369838], [4.944343, -0.957738, 1.880853], [-2.882852, -3.792723, -1.910357], [2.673672, -0.282917, 3.202252], [1.273124, 1.170308, 2.107363], [2.948766, 2.170581, 2.937549]], "atomic_forces_ev_per_a": [[-0.237, -0.494, -1.156], [-1.174, 1.277, 2.222], [-1.625, 0.266, 0.470], [-0.330, 1.228, -0.670], [0.522, -1.638, -3.044], [-0.463, -0.092, -0.406], [3.249, -0.116, 1.161], [-0.638, 0.205, -0.394], [-0.128, 2.251, 0.733], [0.126, -3.664, 1.178], [2.243, 1.441, 2.522], [0.983, -2.079, -1.825], [0.475, -1.739, 1.068], [1.313, 0.906, -1.772], [-0.444, -1.887, 1.897], [-1.465, 1.479, 0.181], [-1.141, -1.456, -0.803], [0.345, 1.495, 2.970], [0.482, 0.489, -0.412], [-0.110, -0.368, 0.369], [-0.589, 0.743, -0.172], [1.680, -0.966, 0.183], [-0.361, 0.041, -0.719], [0.158, 0.290, -0.564], [1.043, -0.507, 0.035], [-0.395, -0.398, -0.144], [0.997, 1.906, 0.011], [-1.014, 1.545, -0.199], [0.063, -0.007, -1.316], [-1.092, 0.753, -0.754], [-1.007, 0.569, -0.289], [0.097, -0.084, 0.063], [-0.127, -0.947, 1.038], [-0.709, -1.613, -1.278], [-0.730, 1.172, -0.183]]}



# 2
{"formula": "C6H9AgNaO2", "method": "the ωB97M-V functional and the def2-TZVPD basis", "e_tot_ev": -18870.741, "lumo_ev": [-1.21, -1.25], "homo_ev": [-4.6, -6.4], "total_charge": 0, "orbital_gap_ev": [3.369, 5.167], "multiplicity": 2, "max_force_ev_per_a": 7.0, "symbols": ["Ag", "Na", "O", "O", "C", "C", "C", "C", "C", "C", "H", "H", "H", "H", "H", "H", "H", "H", "H"], "positions_angstrom": [[-2.015794, -2.317390, 0.548071], [1.004713, 0.139964, 4.510578], [-1.465256, -2.312449, -1.390320], [-0.639593, -0.026888, 3.075307], [-0.031216, -0.138001, -0.883375], [1.048311, 1.292133, 0.273926], [-1.020026, -1.327520, -2.173972], [0.181797, -0.450199, -2.351231], [0.963828, 1.033257, 1.711030], [-0.259612, 1.006141, 2.361800], [-1.059538, 1.671413, 1.981606], [1.108956, -1.009730, -2.530233], [-0.937696, 0.437341, -0.633489], [0.015323, 0.440164, -2.981408], [-1.688902, -1.174398, -3.045492], [0.511069, 2.206020, -0.013829], [2.074260, 1.191904, -0.105245], [1.721532, 0.273976, 1.968779], [0.487845, -0.935739, -0.322504]], "atomic_forces_ev_per_a": [[-0.705, -0.065, 2.326], [-0.302, -0.087, -0.419], [3.451, 3.673, -4.914], [0.676, 2.155, 0.847], [3.391, 3.090, 2.598], [-0.518, 0.306, -0.842], [-3.056, -4.110, -1.112], [-0.014, -0.383, 2.034], [0.369, -0.727, -0.775], [-0.766, -2.851, -1.104], [0.270, 0.106, 0.381], [-0.138, 0.398, -0.011], [0.248, -1.185, 0.210], [-0.087, -0.925, -0.181], [-0.560, 0.320, 0.707], [0.376, -0.293, -0.352], [-0.515, 0.295, -0.186], [-0.483, -0.078, 0.464], [-1.635, 0.363, 0.328]]}



# 3
{"formula": "C2H7O2P", "method": "the ωB97M-V functional and the def2-TZVPD basis", "e_tot_ev": -15565.569, "lumo_ev": 0.12, "homo_ev": -9.0, "total_charge": 0, "de_lowest_ev": 6.2134, "orbital_gap_ev": 9.074, "multiplicity": 1, "max_force_ev_per_a": 4.8, "symbols": ["P", "O", "O", "C", "C", "H", "H", "H", "H", "H", "H", "H"], "positions_angstrom": [[2.679162, -0.639250, 0.531838], [0.776904, 0.720305, -0.309986], [1.164411, -0.059126, 0.741139], [-1.694533, -0.295663, 0.373839], [-1.221637, 0.600820, -0.696982], [-1.277752, 0.025141, 1.361332], [3.515773, 0.371367, 0.080859], [-1.434434, 1.595094, -0.432142], [-1.126779, 0.326691, -1.728550], [-1.433554, -1.290659, 0.293003], [2.888062, -1.174834, -0.758925], [-2.835625, -0.179886, 0.544577]], "atomic_forces_ev_per_a": [[0.914, -1.336, 1.144], [-3.487, 1.665, -2.793], [0.462, -1.137, 0.841], [-1.783, 1.879, 1.602], [3.275, -0.850, 1.954], [-0.158, 0.051, -0.836], [-0.107, 1.200, 0.139], [-0.035, 1.358, -0.360], [-0.066, -0.160, -0.208], [0.332, -2.146, -0.556], [-0.984, -0.264, -0.333], [1.638, -0.261, -0.594]]}



# 4
{"formula": "C3H7INO", "method": "the ωB97M-V functional and the def2-TZVPD basis", "e_tot_ev": -14852.811, "lumo_ev": -4.31, "homo_ev": -14.2, "total_charge": 1, "de_lowest_ev": 2.5877, "orbital_gap_ev": 9.880, "multiplicity": 1, "max_force_ev_per_a": 5.9, "symbols": ["I", "O", "N", "C", "C", "C", "H", "H", "H", "H", "H", "H", "H"], "positions_angstrom": [[-2.734745, 0.190225, 0.114257], [-0.157594, -1.300723, -0.440151], [0.153156, 0.912135, -0.582811], [0.483436, -1.025418, 0.775960], [0.722926, 0.502861, 0.664789], [-0.854065, -0.275096, -0.868388], [1.393065, -1.718010, 0.688540], [1.737802, 0.851428, 0.983817], [0.041026, 0.998848, 1.549359], [0.626350, 0.984071, -1.501284], [-0.442667, 1.779879, -0.573895], [-0.146952, -1.570853, 1.514702], [-0.821735, -0.329346, -2.324900]], "atomic_forces_ev_per_a": [[0.457, -0.204, -0.459], [-0.759, -1.172, -1.450], [-2.539, 1.185, -2.313], [1.661, -2.549, -0.357], [-0.331, 1.106, 5.812], [0.153, 0.739, -4.918], [-0.750, 1.545, 0.444], [-0.727, -0.385, -1.175], [1.477, -1.007, -2.371], [0.957, -0.245, 1.120], [0.859, -0.768, 0.579], [0.369, 1.643, 0.461], [-0.829, 0.110, 4.625]]}



# 5
{"formula": "C5H10N2O2S", "method": "the ωB97M-V functional and the def2-TZVPD basis", "e_tot_ev": -23251.813, "lumo_ev": [-2.04, -1.76], "homo_ev": [-9.3, -9.3], "total_charge": 0, "de_lowest_ev": 4.8573, "orbital_gap_ev": [7.285, 7.544], "multiplicity": 1, "max_force_ev_per_a": 1.6, "symbols": ["S", "O", "O", "N", "N", "C", "C", "C", "C", "C", "H", "H", "H", "H", "H", "H", "H", "H", "H", "H"], "positions_angstrom": [[-1.402452, -0.353133, -0.932820], [1.272304, 2.028294, -1.135892], [-3.535182, -0.252353, 0.223970], [-1.594338, -1.456172, -2.168021], [-0.610664, 0.829871, -1.551889], [0.498849, 1.162595, -0.827206], [2.129474, 0.104566, 0.783073], [-0.066841, -1.019833, 0.138761], [0.654412, 0.282119, 0.445167], [-0.090073, 1.014927, 1.567062], [0.504299, -1.720690, -0.467270], [2.579257, 1.087424, 0.903940], [0.067044, 0.508566, 2.519209], [-1.407418, -1.032667, -3.070479], [2.246565, -0.457604, 1.707673], [-2.509094, -1.888204, -2.133323], [-1.158958, 1.041617, 1.357140], [-0.510302, -1.504426, 1.001322], [0.275582, 2.036825, 1.653945], [2.657537, -0.411721, -0.014361]], "atomic_forces_ev_per_a": [[-1.095, -0.762, 0.808], [0.193, 0.321, 0.090], [1.287, -0.130, -0.692], [0.012, -0.146, 0.186], [-0.676, 0.647, -0.937], [0.436, -0.582, 0.283], [-0.227, 0.009, -0.012], [-0.391, 0.207, -0.216], [0.390, 0.290, 0.190], [0.126, 0.031, 0.000], [-0.016, -0.002, -0.063], [0.051, 0.023, 0.009], [-0.044, -0.041, 0.041], [0.118, 0.108, 0.067], [0.029, -0.048, 0.079], [-0.114, 0.105, 0.010], [-0.133, 0.102, 0.128], [-0.019, -0.105, 0.106], [-0.001, 0.030, 0.017], [0.072, -0.058, -0.092]]}



# 6
{"formula": "C6H9F", "method": "the ωB97M-V functional and the def2-TZVPD basis", "e_tot_ev": -9081.588, "lumo_ev": 1.03, "homo_ev": -8.8, "smiles": "C/C=C\\C(F)=C/C", "total_charge": 0, "de_lowest_ev": 3.1059, "orbital_gap_ev": 9.854, "multiplicity": 1, "max_force_ev_per_a": 7.1, "symbols": ["F", "C", "C", "C", "C", "C", "C", "H", "H", "H", "H", "H", "H", "H", "H", "H"], "positions_angstrom": [[2.208795, -1.217386, -1.208956], [-0.102782, -0.240093, -1.500800], [1.012294, -0.820863, -0.651350], [0.818812, -1.081218, 0.699558], [-0.691738, 0.840259, -1.211317], [-0.418637, -0.932368, 1.469824], [-0.287585, 1.670083, -0.062658], [-1.065713, -1.803935, 1.835592], [-0.848671, 1.812635, 0.837048], [-0.337581, -0.336367, 2.447336], [1.801060, -1.892045, 0.736999], [-1.490585, 1.017968, -1.844230], [-1.058442, -0.242070, 0.888805], [-0.446205, -0.787479, -2.360847], [0.913562, 1.344563, 0.147506], [-0.006585, 2.668313, -0.222510]], "atomic_forces_ev_per_a": [[-1.310, 0.490, -0.037], [4.026, -4.188, -0.767], [-2.022, -0.120, 2.373], [4.494, -3.601, -4.231], [-1.143, 2.967, 2.044], [-1.895, 1.250, 2.158], [4.710, -0.046, 0.497], [1.378, 0.615, -1.089], [-0.586, -0.931, 0.536], [0.571, -0.727, -1.193], [-2.803, 2.178, 1.669], [-1.753, 1.172, -0.849], [-0.016, -0.932, 0.296], [0.239, -0.425, -0.231], [-3.562, 0.469, 0.250], [-0.328, 1.829, -1.427]]}



# 7
{"formula": "C2H8N3", "method": "the ωB97M-V functional and the def2-TZVPD basis", "e_tot_ev": -6660.735, "lumo_ev": [-3.76, -8.60], "homo_ev": [-10.6, -15.0], "total_charge": 1, "de_lowest_ev": 1.8875, "orbital_gap_ev": [6.870, 6.452], "multiplicity": 3, "max_force_ev_per_a": 4.2, "symbols": ["N", "N", "N", "C", "C", "H", "H", "H", "H", "H", "H", "H", "H"], "positions_angstrom": [[-2.071980, -0.093361, 0.040306], [0.298093, -0.125782, -0.210982], [0.077544, 1.549238, -0.075860], [1.638711, -0.609781, 0.008514], [-0.857932, -0.658965, -0.047990], [1.702910, -1.709956, -0.234687], [0.860269, 1.775959, -0.594101], [-0.956578, -1.692851, -0.028997], [2.270685, 0.056544, -0.502726], [1.904288, -0.633692, 1.040595], [-2.872246, -0.705415, -0.210561], [0.213295, 1.922610, 0.857072], [-2.207065, 0.925446, -0.040580]], "atomic_forces_ev_per_a": [[-0.577, 1.242, -1.382], [2.183, 2.904, -0.410], [-1.129, -0.055, 1.534], [-1.601, -2.855, -0.764], [-2.908, -2.890, 0.764], [0.142, 1.227, -0.512], [1.986, 1.070, -1.352], [0.405, -1.963, 0.737], [1.202, 0.455, -0.794], [-0.161, 0.614, 1.196], [0.628, 0.692, 0.726], [-0.323, 0.250, 0.528], [0.154, -0.691, -0.272]]}



# 8
{"formula": "C6H7O3", "method": "the ωB97M-V functional and the def2-TZVPD basis", "e_tot_ev": -12476.241, "lumo_ev": 3.91, "homo_ev": -4.4, "total_charge": -1, "de_lowest_ev": 1.8386, "orbital_gap_ev": 8.269, "multiplicity": 1, "max_force_ev_per_a": 5.1, "symbols": ["O", "O", "O", "C", "C", "C", "C", "C", "C", "H", "H", "H", "H", "H", "H", "H"], "positions_angstrom": [[-0.592169, 0.204267, 2.757330], [-0.265900, 1.550286, 0.612801], [0.522550, -1.653218, 2.078171], [-1.396880, -0.816780, -0.628987], [-0.048929, -0.553002, 1.948358], [2.142513, 0.661063, -0.579065], [1.228181, -0.239057, -0.273940], [0.026746, 0.191997, 0.546260], [-1.939799, -0.110674, -1.567871], [2.031967, 1.738508, -0.291988], [-0.520685, 1.507648, 1.568345], [-2.512062, -0.568337, -2.521290], [-1.452800, -1.897675, -0.492359], [-1.628531, 0.829482, -1.735567], [1.350445, -1.338681, -0.300951], [3.055352, 0.494174, -1.119247]], "atomic_forces_ev_per_a": [[-0.739, 0.516, 1.371], [0.486, -1.973, 0.275], [-0.735, 0.470, -0.220], [2.599, 0.608, 2.738], [1.172, 0.174, -1.336], [0.420, 1.704, -0.238], [-0.806, 0.139, 1.630], [-1.368, -2.517, -2.734], [-1.964, -3.470, -3.132], [-0.331, -1.114, -0.313], [-0.448, 0.526, 0.280], [0.890, 0.786, 2.342], [-0.113, 0.272, 0.160], [0.697, 3.580, -0.275], [-0.079, 0.879, -0.439], [0.317, -0.580, -0.110]]}